[1]
The following is a quantum chemistry calculation of a 2-piece molecular cluster, C4H11N3O2 overall, from the OMol25 dataset.

Last column: natural (NBO) charge in e.
Geometry (Å):
H  -0.5499  -1.7768  0.0844  0.35
N  -0.4106  -0.8496  0.4630  -0.79
C  0.5285  -0.7470  1.3075  0.59
N  0.9097  0.5270  1.7658  -0.82
N  1.3452  -1.7897  1.7297  -0.63
C  1.9297  -2.6347  0.6958  -0.41
H  0.1663  1.1856  1.5515  0.38
H  0.9772  0.5796  2.7814  0.37
H  2.0171  -1.4535  2.4027  0.38
H  2.7694  -3.1475  1.1474  0.21
H  2.2315  -2.0782  -0.1943  0.19
H  1.2352  -3.3958  0.3537  0.19
C  -1.4278  1.5974  -2.4524  -0.74
C  -2.0415  2.5783  -1.4881  0.79
O  -2.4872  3.6452  -1.8088  -0.57
O  -1.9501  2.2478  -0.1857  -0.69
H  -0.3621  1.7254  -2.2771  0.24
H  -1.5820  1.8682  -3.4954  0.24
H  -1.7074  0.5676  -2.2848  0.23
H  -1.5911  1.3507  -0.0965  0.50

Computed properties:
Energy above the lowest of the compared OMol25 structures with the same formula, charge and spin ... 65.9 kJ/mol
HOMO ... -9.739 eV
Structure (SMILES) ... [H]/N=C(/N)NC.CC(=O)O

[2]
The following is a quantum chemistry calculation of a 2-piece molecular cluster, C5H11O2 overall, from the OMol25 dataset.

Last column: natural (NBO) charge in e.
Geometry (Å):
C  -0.5251  2.4454  -0.0671  -0.54
C  -0.8341  1.3443  0.9801  -0.63
C  0.0751  1.9774  -1.5476  0.79
O  0.3187  0.8920  -1.9482  -0.75
O  0.2032  3.0569  -2.1217  -0.81
H  -1.2778  3.1447  -0.2739  0.20
H  0.2302  2.9975  0.4752  0.18
H  -1.6079  1.4174  1.6567  0.19
H  0.1634  1.0643  1.4292  0.19
H  -1.2406  0.4010  0.4813  0.19
C  1.1366  -1.8917  0.2819  -0.60
C  0.0071  -2.8193  -0.0078  -0.62
H  1.5901  -2.2556  1.1571  0.17
H  1.9363  -1.9877  -0.5353  0.20
H  0.8395  -0.7944  0.4023  0.25
H  -0.4238  -2.3256  -0.8585  0.22
H  0.1138  -3.8609  -0.3097  0.19
H  -0.7046  -2.8059  0.8060  0.19

Computed properties:
Energy above the lowest of the compared OMol25 structures with the same formula, charge and spin ... 151.1 kJ/mol
HOMO ... -3.536 eV
Charge ... -1

[3]
The following is a quantum chemistry calculation of C16H20N3OSe5TeTl as an isolated structure, from the OMol25 dataset.

Last column: Löwdin charge in e.
Geometry (Å):
Tl  1.2362  0.0190  0.8437  0.26
O  -0.9018  -3.4078  2.3613  0.04
C  -0.0710  -2.6017  1.9474  -0.49
N  -0.3335  -1.3670  1.5062  -0.07
C  -1.7166  -0.9736  1.5808  -0.20
C  -1.9155  0.5145  1.4437  -0.28
C  -3.1938  1.0599  1.5469  -0.01
C  -3.3498  2.4267  1.4448  -0.05
C  -2.2281  3.2273  1.2525  -0.06
C  -0.9988  2.6120  1.1495  -0.15
N  -0.8567  1.2856  1.2333  0.02
C  1.3911  -3.0093  1.9349  -0.18
C  1.7579  -4.2606  2.4033  0.01
C  3.1002  -4.6010  2.3874  -0.04
C  4.0270  -3.6910  1.9001  -0.04
C  3.5748  -2.4654  1.4435  -0.12
N  2.2848  -2.1403  1.4687  0.02
H  -2.1458  -1.2962  2.5351  0.14
H  -2.3153  -1.4707  0.8077  0.11
H  -4.0408  0.4065  1.7111  0.12
H  -4.3336  2.8710  1.5252  0.11
H  -2.3065  4.3033  1.1864  0.11
H  -0.0867  3.1773  1.0038  0.10
H  0.9864  -4.9236  2.7659  0.12
H  3.4226  -5.5682  2.7506  0.11
H  5.0826  -3.9216  1.8713  0.11
H  4.2486  -1.7152  1.0472  0.08
Se  2.4092  1.5489  2.6129  0.02
Se  4.5242  1.3980  1.6159  -0.18
Te  3.9504  2.1331  -0.7031  0.33
Se  2.5957  0.1059  -1.3564  -0.07
C  -0.3448  -1.7077  -3.0182  -0.39
Se  -1.3365  -0.5169  -1.8497  0.92
C  -1.6326  0.9063  -3.1427  -0.56
C  -0.3883  1.6887  -3.5240  -0.56
Se  0.2896  2.8736  -2.1354  0.84
C  -1.1329  4.1973  -2.2507  -0.41
H  -0.9299  -1.9323  -3.9072  0.03
H  -0.1723  -2.6254  -2.4597  0.02
H  0.6141  -1.2709  -3.2879  -0.01
H  -2.3826  1.5559  -2.6899  0.05
H  -2.0874  0.4502  -4.0241  0.07
H  -0.5799  2.3007  -4.4074  0.07
H  0.4470  1.0277  -3.7539  0.03
H  -1.2084  4.5924  -3.2616  0.02
H  -0.8654  5.0065  -1.5736  0.02
H  -2.0867  3.7779  -1.9354  0.01

Computed properties:
Energy above the lowest of the compared OMol25 structures with the same formula, charge and spin ... 2.5 kJ/mol
HOMO ... -7.609 eV

[4]
The following is a quantum chemistry calculation of one molecule with the formula C5H10Si, from the OMol25 dataset.

Last column: natural (NBO) charge in e.
Geometry (Å):
C  1.3896  -1.3771  -0.1911  -0.61
C  0.6953  0.0177  -0.2224  -0.06
C  1.1768  1.0525  0.7186  -0.64
C  0.0104  0.3151  -1.5532  -0.15
C  -0.8258  0.2540  -0.5481  -0.41
Si  -2.4862  0.1396  0.2859  0.85
H  1.0556  -1.9527  0.6244  0.21
H  2.4329  -1.2270  -0.1345  0.21
H  1.2452  -1.9621  -1.1334  0.21
H  1.1996  0.7560  1.8073  0.21
H  0.6208  1.9208  0.8022  0.22
H  2.0954  1.5531  0.6557  0.21
H  0.1521  0.5035  -2.5748  0.22
H  -3.1281  1.4455  0.6326  -0.14
H  -1.9324  -0.8671  1.1778  -0.15
H  -3.7012  -0.5719  -0.3468  -0.16

Computed properties:
Energy above the lowest of the compared OMol25 structures with the same formula, charge and spin ... 299.1 kJ/mol
HOMO ... -8.963 eV
Structure (SMILES) ... CC1(C)C=C1[SiH3]

Quick rundown of E_tot, same order as above: -473.777680, -347.592103, -13308.940247, -485.853179 a.u.